No. 1
Below is one molecule with the formula C6H14N2, with properties calculated with ωB97M-V/def2-TZVPD.

Properties
Lowest unoccupied orbital energy (eV): 1.24
E (Ha): -346.483001
ΔE to the lowest compared entry with this formula, charge and spin (kJ/mol): 115.9
Frontier orbital gap (eV): 9.010

```
! wB97M-V def2-TZVPD RIJCOSX def2/J DEFGRID3
* xyz 0 1
C 2.367 -1.530 -0.602
C 1.283 -1.512 0.502
N 0.734 -2.823 0.786
C 0.088 -0.608 0.110
C 0.515 0.863 -0.137
C -0.663 1.680 -0.613
C -1.713 1.883 0.193
N -2.876 2.543 -0.175
H 2.053 -0.941 -1.466
H 2.449 -2.541 -0.993
H 3.298 -1.079 -0.262
H 1.647 -1.146 1.452
H 1.393 -3.567 0.925
H 0.096 -3.243 0.118
H -0.507 -0.616 1.023
H -0.466 -1.029 -0.722
H 1.277 0.811 -0.906
H 0.937 1.239 0.796
H -0.806 1.950 -1.654
H -1.580 1.623 1.239
H -3.389 3.092 0.482
H -3.153 2.507 -1.136
*
```


No. 2
Below is one molecule with the formula C6H14N2, with properties calculated with ωB97M-V/def2-TZVPD.

Properties
Lowest unoccupied orbital energy (eV): 0.93
E (Ha): -346.483043
ΔE to the lowest compared entry with this formula, charge and spin (kJ/mol): 115.8
Frontier orbital gap (eV): 9.693

```
! wB97M-V def2-TZVPD RIJCOSX def2/J DEFGRID3
* xyz 0 1
C 2.681 -0.277 -0.414
C 1.675 -0.278 0.481
C 0.243 -0.820 0.305
N 0.167 -1.812 -0.766
C -0.765 0.399 0.155
C -1.770 0.396 1.315
C -1.524 0.434 -1.179
N 0.025 1.691 0.244
H 2.520 -0.472 -1.469
H 3.694 -0.035 -0.106
H 1.921 -0.031 1.514
H 0.014 -1.347 1.239
H 0.793 -2.587 -0.553
H 0.497 -1.408 -1.640
H -2.419 -0.485 1.266
H -1.261 0.383 2.285
H -2.410 1.287 1.290
H -0.840 0.470 -2.034
H -2.177 1.313 -1.239
H -2.157 -0.453 -1.293
H 0.647 1.783 -0.558
H 0.448 1.851 1.156
*
```


No. 3
Below is one molecule with the formula C6H14N2, with properties calculated with ωB97M-V/def2-TZVPD.

Properties
Lowest unoccupied orbital energy (eV): 1.03
E (Ha): -346.424303
ΔE to the lowest compared entry with this formula, charge and spin (kJ/mol): 270.1
Frontier orbital gap (eV): 8.471

```
! wB97M-V def2-TZVPD RIJCOSX def2/J DEFGRID3
* xyz 0 1
C 2.270 0.997 0.427
C 1.535 0.322 -0.682
C 0.442 -0.495 -0.593
N 0.103 -1.349 -1.654
C -0.319 -0.579 0.648
C -0.727 -1.946 1.128
N -1.490 0.353 -0.397
C -1.491 1.760 -0.085
H 2.856 1.825 0.018
H 1.615 1.471 1.157
H 2.950 0.330 0.960
H 2.114 0.231 -1.596
H 0.327 -0.955 -2.558
H -0.879 -1.590 -1.647
H 0.059 0.059 1.450
H -1.727 -1.924 1.570
H -0.754 -2.718 0.359
H -0.023 -2.297 1.880
H -2.441 -0.009 -0.431
H -1.968 2.394 -0.842
H -2.002 2.042 0.849
H -0.452 2.078 0.039
*
```


No. 4
Below is a 2-piece molecular cluster, C6H14N2 overall, with properties calculated with ωB97M-V/def2-TZVPD.

Properties
Lowest unoccupied orbital energy (eV): 0.80
E (Ha): -346.440150
ΔE to the lowest compared entry with this formula, charge and spin (kJ/mol): 228.5
Frontier orbital gap (eV): 9.659

```
! wB97M-V def2-TZVPD RIJCOSX def2/J DEFGRID3
* xyz 0 1
C -2.124 -2.572 0.083
C -0.971 -2.765 0.760
N -0.640 -1.939 1.880
C -0.579 -0.660 1.679
H -2.840 -1.758 0.443
H -2.390 -3.169 -0.759
H -0.358 -3.659 0.565
H -0.306 0.000 2.511
H -0.682 -0.209 0.674
C 1.188 2.717 0.547
C 0.534 1.871 -0.533
N 1.321 0.672 -0.787
C 0.686 -0.225 -1.761
H 0.640 3.664 0.628
H 2.221 2.880 0.252
H 1.188 2.275 1.572
H 0.567 2.445 -1.481
H -0.526 1.725 -0.282
H 1.515 0.101 0.070
H 1.319 -1.102 -1.987
H -0.309 -0.630 -1.394
H 0.546 0.340 -2.680
*
```


No. 5
Below is one molecule with the formula C6H14N2, with properties calculated with ωB97M-V/def2-TZVPD.

Properties
Lowest unoccupied orbital energy (eV): 1.02
E (Ha): -346.456732
ΔE to the lowest compared entry with this formula, charge and spin (kJ/mol): 184.9
Frontier orbital gap (eV): 10.013

```
! wB97M-V def2-TZVPD RIJCOSX def2/J DEFGRID3
* xyz 0 1
C -2.602 -0.344 -1.408
C -1.960 0.775 -1.054
C -1.230 1.066 0.249
C 0.130 1.765 -0.027
C 1.365 0.856 0.119
N 1.128 -0.486 -0.497
C 1.687 -1.596 0.334
N 1.223 -1.626 1.721
H -2.571 -1.187 -0.727
H -3.251 -0.448 -2.274
H -1.912 1.556 -1.822
H -1.025 0.094 0.666
H -1.805 1.714 0.918
H 0.232 2.687 0.554
H 0.031 2.236 -1.031
H 2.164 1.196 -0.560
H 1.778 0.784 1.126
H 0.149 -0.824 -0.477
H 2.796 -1.367 0.360
H 1.499 -2.523 -0.176
H 0.326 -2.082 1.787
H 1.847 -2.245 2.219
*
```


No. 6
Below is a 2-piece molecular cluster, C6H14N2 overall, with properties calculated with ωB97M-V/def2-TZVPD.

Properties
Lowest unoccupied orbital energy (eV): 0.83
E (Ha): -346.454866
ΔE to the lowest compared entry with this formula, charge and spin (kJ/mol): 189.8
Frontier orbital gap (eV): 9.863

```
! wB97M-V def2-TZVPD RIJCOSX def2/J DEFGRID3
* xyz 0 1
C -0.962 -2.486 -1.584
N -1.064 -1.167 -0.997
C -1.512 -0.217 -1.679
N -1.902 -0.295 -3.061
H -0.350 -3.130 -0.957
H -0.558 -2.430 -2.599
H -1.947 -2.946 -1.675
H -1.522 0.793 -1.264
H -2.888 -0.093 -3.147
H -1.393 0.371 -3.623
C -0.211 -0.318 2.116
C 0.159 0.858 1.604
C 1.332 1.665 2.080
C 2.569 1.453 1.217
H -0.794 -0.987 1.500
H 0.199 -0.586 3.084
H -0.382 1.271 0.755
H 1.058 2.726 2.098
H 1.499 1.377 3.124
H 2.374 1.729 0.180
H 3.422 2.008 1.610
H 2.870 0.404 1.218
*
```


No. 7
Below is one molecule with the formula C6H14N2O, with properties calculated with ωB97M-V/def2-TZVPD.

Properties
Lowest unoccupied orbital energy (alpha / beta) (eV): 0.69 / 0.69
E (Ha): -421.651921
ΔE to the lowest compared entry with this formula, charge and spin (kJ/mol): 389.5
Frontier orbital gap (alpha / beta) (eV): 7.971 / 7.969

```
! wB97M-V def2-TZVPD RIJCOSX def2/J DEFGRID3
* xyz 0 1
C 0.421 -0.886 1.945
C -0.687 2.022 -0.182
C 1.631 1.122 0.238
C 0.160 0.827 0.152
N -0.341 -0.159 0.950
H 1.076 -1.641 1.496
H 1.017 -0.200 2.545
H -0.283 -1.393 2.604
H -0.404 2.418 -1.155
H -0.482 2.796 0.570
H -1.740 1.771 -0.175
H 1.868 1.611 1.188
H 2.221 0.207 0.179
H 1.921 1.791 -0.569
C 0.264 -1.315 -1.899
C -1.202 -0.942 -0.015
O -2.561 -0.653 0.161
N -0.705 -0.470 -1.260
H -2.820 -0.222 -0.667
H -1.048 -2.013 0.227
H 0.166 -1.236 -2.984
H 0.215 -2.397 -1.673
H 1.313 -1.038 -1.678
*
```


No. 8
Below is one molecule with the formula C6H14N2O, with properties calculated with ωB97M-V/def2-TZVPD.

Properties
Lowest unoccupied orbital energy (eV): 0.93
E (Ha): -421.776011
ΔE to the lowest compared entry with this formula, charge and spin (kJ/mol): 63.7
Frontier orbital gap (eV): 10.247

```
! wB97M-V def2-TZVPD RIJCOSX def2/J DEFGRID3
* xyz 0 1
H -1.740 -1.413 -2.791
N -1.149 -1.001 -2.073
C -1.736 -0.175 -1.319
N -3.068 0.151 -1.380
C -0.980 0.530 -0.225
C 0.331 -0.171 0.144
C 0.045 -1.383 1.024
C 1.285 0.835 0.815
C 2.628 0.204 1.184
O 1.485 1.963 -0.016
H -3.601 -0.138 -2.184
H -3.410 0.953 -0.881
H -0.754 1.543 -0.573
H -1.619 0.616 0.657
H 0.785 -0.518 -0.790
H 0.939 -1.981 1.175
H -0.700 -2.006 0.536
H -0.336 -1.073 1.995
H 0.814 1.243 1.717
H 3.319 0.985 1.494
H 3.051 -0.316 0.325
H 2.516 -0.501 2.001
H 1.893 1.656 -0.835
*
```


No. 9
Below is a 2-piece molecular cluster, C6H14N2O2 overall, with properties calculated with ωB97M-V/def2-TZVPD.

Properties
Lowest unoccupied orbital energy (eV): 0.67
E (Ha): -496.959062
ΔE to the lowest compared entry with this formula, charge and spin (kJ/mol): 258.5
Frontier orbital gap (eV): 10.101

```
! wB97M-V def2-TZVPD RIJCOSX def2/J DEFGRID3
* xyz 0 1
C -2.276 -0.468 -0.947
N -1.692 0.565 -0.185
C -1.967 0.453 1.174
C -1.252 1.360 2.135
O -2.808 -0.336 1.570
H -1.582 -1.325 -1.039
H -3.353 -0.777 -0.594
H -2.702 -0.154 -1.963
H -0.908 0.920 -0.632
H -1.453 2.490 1.922
H -1.559 1.056 3.020
H -0.186 1.161 1.848
C 2.931 -0.139 1.006
N 2.433 -0.991 -0.174
C 1.618 -0.312 -1.080
C 1.264 -0.904 -2.400
O 1.477 0.891 -0.917
H 2.855 0.994 0.650
H 2.201 -0.214 1.778
H 3.907 -0.359 1.285
H 2.512 -1.967 -0.071
H 2.055 -0.677 -3.307
H 1.418 -1.974 -2.339
H 0.335 -0.574 -2.599
*
```


No. 10
Below is a 2-piece molecular cluster, C6H14N2O2 overall, with properties calculated with ωB97M-V/def2-TZVPD.

Properties
Lowest unoccupied orbital energy (eV): 0.62
E (Ha): -496.953171
ΔE to the lowest compared entry with this formula, charge and spin (kJ/mol): 274.0
Frontier orbital gap (eV): 9.849

```
! wB97M-V def2-TZVPD RIJCOSX def2/J DEFGRID3
* xyz 0 1
C 0.200 -0.458 -3.122
N 1.042 -0.041 -2.024
C 1.310 -0.791 -0.945
C 2.322 -0.050 0.019
O 0.534 -1.643 -0.646
H 0.625 -1.041 -3.881
H -0.717 -1.121 -2.731
H -0.503 0.425 -3.552
H 1.822 0.518 -2.317
H 1.769 0.202 1.024
H 3.049 -0.798 0.264
H 2.687 0.967 -0.255
C -0.793 -0.316 3.345
N -1.037 -0.276 1.845
C -1.367 0.897 1.124
C -1.727 0.862 -0.329
O -1.534 1.952 1.615
H 0.115 -0.905 3.418
H -0.552 0.595 3.757
H -1.661 -0.699 3.917
H -0.197 -0.732 1.476
H -1.706 -0.098 -0.648
H -2.787 1.320 -0.478
H -0.894 1.231 -0.876
*
```


No. 11
Below is a 2-piece molecular cluster, C6H14N2O2 overall, with properties calculated with ωB97M-V/def2-TZVPD.

Properties
Lowest unoccupied orbital energy (eV): 0.93
E (Ha): -497.028600
ΔE to the lowest compared entry with this formula, charge and spin (kJ/mol): 76.0
Frontier orbital gap (eV): 10.160

```
! wB97M-V def2-TZVPD RIJCOSX def2/J DEFGRID3
* xyz 0 1
C -1.401 2.977 -1.726
C -1.114 4.129 -0.791
C -0.495 3.844 0.540
N -0.384 4.930 1.284
O -0.077 2.746 0.896
H -0.502 2.352 -1.866
H -1.684 3.410 -2.700
H -2.225 2.334 -1.374
H -0.440 4.833 -1.315
H -2.095 4.628 -0.671
H -0.522 5.848 0.854
H 0.126 4.851 2.167
C -0.596 -4.850 0.458
C 0.701 -4.181 -0.122
C 1.443 -3.128 0.698
N 2.742 -2.906 0.554
O 0.803 -2.464 1.551
H -0.497 -5.371 1.425
H -1.054 -5.541 -0.270
H -1.266 -3.985 0.591
H 1.480 -4.965 -0.179
H 0.555 -3.776 -1.142
H 3.323 -3.411 -0.119
H 3.178 -2.304 1.257
*
```


No. 12
Below is a 2-piece molecular cluster, C6H14N2O2 overall, with properties calculated with ωB97M-V/def2-TZVPD.

Properties
Lowest unoccupied orbital energy (eV): 0.55
E (Ha): -497.012456
ΔE to the lowest compared entry with this formula, charge and spin (kJ/mol): 118.3
Frontier orbital gap (eV): 9.852

```
! wB97M-V def2-TZVPD RIJCOSX def2/J DEFGRID3
* xyz 0 1
C 2.602 -0.102 2.050
N 1.378 -0.949 2.029
C 0.128 -0.426 1.697
C -1.095 -1.270 1.799
O 0.042 0.793 1.616
H 3.131 -0.380 2.961
H 2.978 -0.079 1.030
H 2.214 0.899 2.266
H 1.515 -1.920 1.786
H -1.905 -0.558 1.773
H -1.245 -2.084 1.081
H -1.203 -1.784 2.780
C -0.929 2.470 -1.315
N -0.389 1.085 -1.416
C -0.837 0.313 -2.452
C -0.545 -1.148 -2.440
O -1.231 0.865 -3.470
H -0.472 3.089 -2.081
H -1.993 2.452 -1.522
H -0.651 2.753 -0.304
H -0.127 0.716 -0.516
H -1.415 -1.738 -2.092
H 0.359 -1.417 -1.854
H -0.313 -1.579 -3.405
*
```